The following is a quantum chemistry calculation of C12H24AuN4O2Ta as an isolated structure at a distorted geometry, from OMol25.

As for the LUMO energy: -9.53 eV. For the HOMO energy, the calculation gives -16.25 eV. The calculation puts the gap between HOMO and LUMO at 6.7 eV. The value obtained for the energy above the lowest of the compared OMol25 structures with the same formula, charge and spin is 3.1 kcal/mol. As for the molar mass: 634.3 g/mol. Its total charge is +2.

Atoms and positions in Å:
N: -2.14 -0.52 1.20
C: -3.18 -1.19 1.21
O: -4.17 -1.82 1.26
Au: -0.22 2.73 2.21
Ta: -0.32 0.12 1.42
N: 0.36 1.75 0.33
N: 0.60 -1.24 0.37
C: -0.38 2.48 -0.73
C: 0.22 -2.30 -0.59
C: 0.01 3.96 -0.64
C: 0.00 1.93 -2.10
C: -1.87 2.33 -0.47
C: -0.25 -3.51 0.21
C: 1.41 -2.68 -1.47
C: -0.90 -1.80 -1.49
H: -0.13 4.34 0.38
H: -0.64 4.54 -1.31
H: 1.05 4.11 -0.95
H: 1.05 2.15 -2.35
H: -0.64 2.42 -2.86
H: -0.18 0.85 -2.17
H: -2.19 1.28 -0.41
H: -2.41 2.81 -1.30
H: -2.16 2.84 0.46
H: 0.55 -3.89 0.85
H: -0.56 -4.31 -0.48
H: -1.11 -3.25 0.85
H: 2.20 -3.18 -0.89
H: 1.82 -1.80 -1.97
H: 1.07 -3.39 -2.24
H: -1.18 -2.63 -2.18
H: -0.57 -0.96 -2.11
H: -1.80 -1.52 -0.94
C: 1.84 1.81 0.17
H: 2.34 1.35 1.02
H: 2.16 1.31 -0.75
H: 2.14 2.87 0.13
C: 1.89 -1.48 1.09
H: 1.88 -1.01 2.08
H: 2.04 -2.56 1.24
H: 2.74 -1.08 0.51
O: -0.14 -0.89 5.63
C: -0.11 -0.64 4.48
N: -0.10 -0.36 3.30